Molecular formula: C2H5NOS
Method: DFT, the ωB97M-V functional and the def2-TZVPD basis

Element x y z (Å)
C: 0.784 1.470 -0.082
C: 1.043 -0.023 -0.024
H: 0.074 1.659 -0.918
H: 1.808 2.082 -0.798
H: 0.738 2.062 1.066
H: -0.047 -1.792 -0.158
H: -1.517 1.427 1.236
N: -0.068 -0.856 -0.122
O: 1.982 -0.826 0.166
S: -1.712 -0.095 -0.016

Forces on atoms 1 to 3 (eV/Å):
C 4.2 3.1 -0.9
C 0.4 -4.9 0.8
H -0.4 0.1 1.6

The calculation puts the lowest unoccupied orbital energy at -1.218 eV. The relative energy (zero: lowest compared OMol25 entry of this formula, charge and spin) is 551.2 kJ/mol. The HOMO energy is -9.00 eV. The HOMO-LUMO gap comes out at 7.787 eV. Its charge is 0. As for the multiplicity: 1.

Results of the Mulliken charge analysis, in e, for atoms 1 through 2: atom 1 (C): -1.167, atom 2 (C): 0.861

Molecular formula: C4H4Cl2O2S
Method: DFT, the ωB97M-V functional and the def2-TZVPD basis

Element x y z (Å)
O: -2.277 -1.638 0.185
S: -1.569 -0.574 0.773
O: -2.238 0.090 1.861
C: -0.870 0.672 -0.364
Cl: -2.208 1.604 -1.045
C: 0.306 1.183 -0.594
C: 1.526 0.469 -0.133
C: 1.788 -0.818 -0.193
Cl: 0.649 -1.824 -1.003
H: -0.416 -1.167 1.176
H: 0.566 2.092 -1.323
H: 2.151 1.174 0.345
H: 2.592 -1.263 0.312

Forces on atoms 1 to 3 (eV/Å):
O -0.9 -0.8 -1.9
S 0.9 0.3 2.2
O 0.8 0.5 -0.6

The calculation puts the lowest unoccupied orbital energy at -0.198 eV. The relative energy (zero: lowest compared OMol25 entry of this formula, charge and spin) is 124.0 kJ/mol. The HOMO energy is -9.94 eV. The HOMO-LUMO gap comes out at 9.739 eV. Its charge is 0. As for the multiplicity: 1.

Results of the Mulliken charge analysis, in e, for atoms 1 through 2: atom 1 (O): -0.509, atom 2 (S): 0.813

Molecular formula: C6H9N
Method: DFT, the ωB97M-V functional and the def2-TZVPD basis

Element x y z (Å)
C: 1.729 0.824 -0.177
C: 1.153 -0.218 0.755
C: 0.003 0.303 1.495
C: -1.147 -1.335 -0.320
C: -0.520 -0.011 -0.790
C: -0.869 0.897 0.389
N: 0.939 -0.242 -0.720
H: 2.795 0.752 -0.371
H: 1.356 1.843 -0.097
H: 1.810 -0.985 1.152
H: -0.988 -1.398 0.775
H: -0.677 -2.214 -0.762
H: -2.231 -1.345 -0.448
H: -0.814 0.290 -1.804
H: -0.597 1.960 0.320
H: -1.943 0.880 0.603

Forces on atoms 1 to 3 (eV/Å):
C 0.1 0.3 -0.2
C -0.1 -0.2 0.6
C 0.4 0.5 -0.2

The calculation puts the lowest unoccupied orbital energy at 0.036 eV. The relative energy (zero: lowest compared OMol25 entry of this formula, charge and spin) is 476.4 kJ/mol. The HOMO energy is -8.53 eV. The HOMO-LUMO gap comes out at 8.564 eV. Its charge is 0. As for the multiplicity: 1.

Results of the Mulliken charge analysis, in e, for atoms 1 through 2: atom 1 (C): -0.203, atom 2 (C): -0.159

Molecular formula: C4H7NO
Method: DFT, the ωB97M-V functional and the def2-TZVPD basis

Element x y z (Å)
C: -0.190 1.375 0.810
C: -0.304 0.574 -0.431
C: 0.816 -0.074 -1.047
N: 0.835 -1.144 -0.013
C: -0.284 -1.807 0.251
O: -1.462 -1.433 0.129
H: -0.890 0.991 1.559
H: 0.823 1.368 1.216
H: -0.497 2.405 0.585
H: -1.282 0.525 -0.894
H: 0.641 -0.448 -2.058
H: 1.762 0.466 -0.975
H: -0.074 -2.802 0.680

Forces on atoms 1 to 3 (eV/Å):
C 0.1 -0.1 0.0
C 0.0 0.1 0.0
C -0.1 0.3 -0.2

The calculation puts the lowest unoccupied orbital energy at -0.323 eV. The relative energy (zero: lowest compared OMol25 entry of this formula, charge and spin) is 333.4 kJ/mol. The HOMO energy is -8.95 eV. The HOMO-LUMO gap comes out at 8.627 eV. Its charge is 0. As for the multiplicity: 1.

Results of the Mulliken charge analysis, in e, for atoms 1 through 2: atom 1 (C): -1.093, atom 2 (C): 0.224

Molecular formula: CH2N2P2
Method: DFT, the ωB97M-V functional and the def2-TZVPD basis

Element x y z (Å)
C: -0.166 -1.087 0.500
N: -1.020 -0.139 0.323
N: 1.393 0.738 -0.540
P: 1.503 -0.774 -0.112
P: -0.255 1.314 0.040
H: -0.513 -1.916 0.991
H: -0.942 1.863 -1.202

Forces on atoms 1 to 3 (eV/Å):
C 0.6 1.9 -0.1
N -1.0 0.1 0.6
N -2.0 3.0 0.8

The calculation puts the lowest unoccupied orbital energy (spin up / spin down) at 0.654 / -3.750 eV. The relative energy (zero: lowest compared OMol25 entry of this formula, charge and spin) is 25.0 kJ/mol. The HOMO energy (spin up / spin down) is -6.96 / -9.78 eV. The HOMO-LUMO gap (spin up / spin down) comes out at 7.615 / 6.030 eV. Its charge is 0. Its expectation value of S² is 2.02. As for the multiplicity: 3.

Results of the Mulliken charge analysis, in e, for atoms 1 through 2: atom 1 (C): -0.117, atom 2 (N): -0.428

Molecular formula: C10H27CoNO6
Method: DFT, the ωB97M-V functional and the def2-TZVPD basis

Element x y z (Å)
Co: 0.036 0.306 -0.318
C: 1.968 -3.291 0.187
O: 1.118 -2.091 0.451
C: 0.224 -2.274 1.537
C: -0.981 -1.385 1.479
N: -0.597 0.047 1.321
C: -1.608 0.978 1.713
C: -1.280 2.371 1.182
O: -0.484 2.295 -0.036
C: -0.206 3.640 -0.421
H: 1.405 -4.224 0.212
H: 2.669 -3.350 1.020
H: 2.546 -3.212 -0.734
H: 0.844 -2.293 2.434
H: -0.123 -3.296 1.385
H: -1.343 -1.489 2.502
H: -1.709 -1.662 0.717
H: -0.130 0.109 2.214
H: -1.671 0.931 2.800
H: -2.584 0.673 1.337
H: -0.719 2.998 1.874
H: -2.257 2.848 1.102
H: 0.456 3.660 -1.287
H: 0.224 4.243 0.379
H: -1.130 4.040 -0.839
C: 1.706 0.842 -1.688
C: 2.063 1.147 -0.167
O: 1.394 0.291 0.703
O: 0.329 1.052 -1.813
H: 1.880 -0.167 -2.061
H: 2.264 1.595 -2.245
H: 1.984 2.160 0.227
H: 3.106 0.843 -0.076
H: 2.113 -0.217 1.086
H: 0.286 1.137 -2.768
C: -1.985 -0.635 -1.201
C: -0.874 -1.597 -1.638
O: 0.358 -1.214 -0.977
O: -1.454 0.639 -1.016
H: -2.534 -0.822 -0.278
H: -2.716 -0.980 -1.933
H: -0.603 -1.491 -2.689
H: -0.936 -2.636 -1.317
H: 1.037 -1.862 -1.176
H: -2.086 1.343 -1.184

Forces on atoms 1 to 3 (eV/Å):
Co -0.2 2.6 4.4
C -0.3 0.6 2.0
O 4.4 -5.4 4.8

The calculation puts the lowest unoccupied orbital energy (spin up / spin down) at -5.605 / -5.762 eV. The relative energy (zero: lowest compared OMol25 entry of this formula, charge and spin) is 1480.9 kJ/mol. The HOMO energy (spin up / spin down) is -14.28 / -15.16 eV. The HOMO-LUMO gap (spin up / spin down) comes out at 8.676 / 9.395 eV. Its charge is +2. Its expectation value of S² is 3.76. As for the multiplicity: 4.

Results of the Mulliken charge analysis, in e, for atoms 1 through 2: atom 1 (Co): -0.731, atom 2 (C): -0.904